Here is a structure of composition C38H88IN3O9PS3 in a non-equilibrium geometry from OMol25. Energies are from wB97M-V/def2-TZVPD.

Last column: Mulliken charge in e.
Positions of all 143 atoms, in Å:
I -7.3630 4.6165 3.5457  0.30
S -2.5261 4.4465 6.0103  -0.28
S 2.8945 0.3551 -1.1408  -0.16
S 2.9206 3.4152 -1.5836  -0.18
P -3.8621 4.8220 4.6084  0.20
O -3.2289 1.3032 5.0294  -0.22
O 2.9432 1.0467 -9.4235  -0.46
O -1.0342 -1.4042 4.5888  -0.39
O -0.4672 -4.0259 -2.6725  -0.48
O 5.4479 -3.2390 -11.5729  -0.47
O -1.4514 -5.8170 6.9086  -0.45
O 0.5609 -4.3692 2.7371  -0.45
O 1.3146 1.8203 -4.7933  -0.42
O 2.5833 6.3086 1.9275  -0.45
N -5.7327 3.4946 2.9687  -0.45
N -4.1645 1.4939 0.1651  -0.14
N 1.9159 2.2388 0.8384  0.53
C -0.5345 -6.4391 7.7966  -0.23
C 1.8761 8.4770 1.1675  -1.06
C 5.6453 0.5987 3.0734  -0.80
C 0.1338 -2.9342 2.8005  0.05
C -6.7656 -0.7371 1.3354  -0.71
C 0.4336 1.7386 -5.9039  -0.35
C 4.2934 2.7264 1.9315  0.25
C -1.1835 -6.1305 3.6000  -0.60
C -4.5388 2.0350 1.5270  0.14
C 1.1971 1.3088 -7.1394  -0.94
C -3.3844 2.8255 2.4252  1.59
C -5.9297 2.8932 1.7191  -0.14
C 5.6788 -5.5106 -10.8205  -1.07
C -5.2401 0.6169 -0.4384  -0.58
C -3.3027 -0.0805 4.5353  0.14
C -0.5744 -5.2270 2.3466  -0.05
C 5.1651 2.1703 3.2457  -0.56
C -0.3210 -5.5656 9.0154  -1.03
C 2.1402 7.5854 2.3631  -0.33
C 0.2278 -0.8854 -1.5381  -0.01
C -2.5897 4.0030 1.6066  -0.82
C -0.9207 -2.7694 4.0486  0.10
C -4.3896 3.2287 3.6703  0.75
C 2.8771 1.9009 1.9561  -0.62
C 2.5427 2.1324 -0.5339  -0.05
C -0.4850 0.0684 -0.4081  -0.07
C -1.9209 -0.5752 3.7460  0.20
C -5.4311 -0.8411 0.3326  0.12
C 3.9304 -0.9381 -10.3540  -0.85
C -4.4880 2.0382 4.8328  -1.13
C -0.0011 3.2261 2.1870  0.57
C 1.1895 3.5472 1.0576  -0.92
C 1.5284 -0.2230 -2.2846  -0.38
C 5.0047 -4.5693 -11.7970  -0.17
C 2.7126 -0.0386 -10.3097  -0.30
C -0.1012 -4.6855 -1.4695  0.42
C 1.1225 -5.5468 -1.7034  -1.12
C -1.1280 4.4211 2.2758  -0.12
H 0.5249 -1.9127 -1.0616  -0.40
H 0.5197 3.1183 3.2516  0.23
H -1.4372 -0.4490 0.0926  -0.03
H -1.3079 -7.2637 3.3084  0.37
H -0.0356 2.7158 -6.0527  0.27
H -6.8780 2.9621 1.0292  0.48
H -5.4085 1.3071 4.6487  0.27
H -0.6572 -4.7109 -3.3363  0.30
H -2.2561 -1.1677 2.7873  0.04
H 1.6742 0.3366 -6.9781  0.27
H 1.1197 8.0302 0.5140  0.25
H -3.2821 4.9238 1.3873  0.33
H -1.9612 -3.2065 3.6811  0.21
H 3.1614 0.7507 1.8116  0.07
H -7.5263 -1.6093 1.1030  0.30
H -0.8031 1.1267 -0.8531  0.32
H -0.4729 -5.9754 4.5432  -0.01
H -3.4551 -0.8266 5.4546  0.31
H 2.7836 8.5990 0.5672  0.34
H -4.9653 5.4782 5.2738  0.12
H 0.3009 0.1769 0.4777  -0.12
H -0.4743 2.1741 1.9069  -0.81
H -1.0721 -4.9599 6.6487  0.23
H -1.4238 -4.5278 1.8984  0.17
H 1.2258 7.4484 2.9479  0.26
H -0.2641 -6.0149 1.5142  0.13
H -4.5161 -1.0036 1.0748  -0.23
H 5.3445 -6.5401 -10.9770  0.33
H 0.9265 -6.2965 -2.4769  0.35
H 6.0969 2.8343 3.4909  0.34
H 6.7672 -5.4723 -10.9341  0.33
H 5.2334 -4.8463 -12.8306  0.26
H -0.9467 -7.4096 8.0886  0.32
H 2.0138 -1.0004 -3.0334  0.40
H 0.5932 3.8612 0.0743  0.50
H 4.9686 2.5333 0.9954  0.28
H 0.5312 1.2365 -8.0040  0.33
H 1.8873 4.4295 1.3935  0.05
H 4.1785 3.8925 2.1171  -0.15
H -1.2685 0.3333 3.3573  -0.20
H -5.5724 -1.7462 -0.3955  0.47
H 3.4003 6.4405 1.4164  0.22
H 0.3801 -6.0332 9.7125  0.34
H 6.3386 0.4758 2.1381  0.24
H 1.9607 -4.9369 -2.0562  0.30
H -4.7448 1.0966 2.2191  -0.27
H -2.3171 3.5402 0.5416  0.23
H 3.7672 -1.7826 -11.0295  0.20
H 0.4073 -6.6097 7.2663  0.25
H 1.5293 9.4641 1.4860  0.37
H -0.7457 5.3881 1.7021  0.16
H -0.9473 -5.2900 -1.1289  0.24
H -0.3494 1.0124 -5.6659  0.30
H -2.2557 -5.7116 3.8732  0.16
H 4.7395 -0.1624 3.0077  0.15
H 5.4559 -5.2193 -9.7889  0.28
H -4.7241 2.5758 5.8669  0.52
H -0.6012 -1.0925 -2.3666  0.36
H 1.9961 2.0215 -7.3685  0.28
H 3.7146 1.5373 -9.7555  0.26
H -6.4810 -0.8480 2.4744  0.15
H 2.4170 2.0376 3.0277  0.31
H -3.3526 5.7678 3.6315  0.14
H -7.2938 0.3020 1.2208  0.13
H 0.0710 -4.5852 8.7256  0.33
H -0.3066 -2.6587 1.7451  0.08
H 6.4120 -3.2258 -11.7006  0.27
H 2.9049 8.0191 3.0147  0.30
H 4.8109 -0.3817 -10.6916  0.32
H 1.1884 0.7053 -2.9147  -0.04
H 6.2725 0.2655 4.0197  0.32
H -0.5224 -3.4844 4.9134  -0.05
H 2.0013 2.4738 -5.0113  0.23
H -4.8577 0.3358 -1.5338  0.33
H 4.4458 2.1977 4.1969  0.24
H -1.2319 4.7211 3.4051  0.12
H -6.2988 1.1538 -0.5393  0.22
H 1.4206 -6.0589 -0.7841  0.31
H 4.1607 -1.3234 -9.3553  0.26
H -1.2696 -5.3889 9.5331  0.26
H 2.4835 0.3610 -11.3022  0.29
H -3.2719 0.9566 0.2950  0.06
H 1.8401 -0.5929 -9.9510  0.27
H 3.9189 -4.5943 -11.6653  0.28
H 1.1167 -2.2969 2.9581  0.16
H 0.1058 -3.9239 -0.7118  -0.19
H -2.5861 1.9716 2.5876  -1.11
H -4.1886 -0.2993 3.7998  -0.21

Computed properties:
HOMO = -9.57 eV
total charge = +1
DFT total energy = -4174.81096 hartree